# 1
A 11-piece molecular cluster, C60H103Cl3N10O3 overall at a distorted geometry. Source: the OMol25 dataset; level of theory: ωB97M-V/def2-TZVPD.

The geometry in XYZ format:
```
179
Properties=species:S:1:pos:R:3:lowdin_spin:R:1
C -16.20835 -2.28362 -5.03979 0.001
C -15.24963 -1.48757 -5.97870 0.000
C -15.89003 -0.19438 -6.51713 0.000
N -14.91221 0.58733 -7.43771 0.000
C -14.72971 -0.23105 -8.68182 0.000
C -15.39506 2.01805 -7.73173 0.000
C -14.16333 2.77509 -8.13886 0.000
C -13.00636 2.10284 -7.39724 0.000
C -13.52400 0.85010 -6.72188 0.000
H -17.11459 -2.53122 -5.59279 0.000
H -16.35906 -1.72581 -4.11891 0.000
H -15.70686 -3.23522 -4.86447 0.000
H -14.84524 -2.15502 -6.73889 0.000
H -14.45786 -1.11954 -5.32444 0.000
H -16.15654 0.50134 -5.72155 0.000
H -16.81744 -0.34940 -7.06720 0.000
H -13.96437 -1.00062 -8.61741 0.000
H -14.42884 0.42818 -9.49875 0.000
H -15.69835 -0.58452 -9.03443 0.000
H -16.11016 1.97502 -8.55277 0.000
H -15.84637 2.38231 -6.80944 0.000
H -14.09643 2.71337 -9.22428 0.000
H -14.21999 3.82849 -7.86836 0.000
H -12.25322 1.82943 -8.13623 0.000
H -12.56553 2.80004 -6.68662 0.000
H -12.88925 -0.03242 -6.67496 0.000
H -13.89618 0.99183 -5.70591 0.000
C -19.54230 -6.03024 -4.27579 0.000
Cl -19.45014 -5.28681 -2.68388 0.000
Cl -18.83937 -4.95810 -5.45938 0.000
Cl -21.25216 -6.15123 -4.68182 0.000
H -19.04214 -6.99321 -4.21159 0.001
C -11.85967 -1.25122 -3.64756 0.003
C -12.19457 -1.51060 -2.15979 0.021
C -12.24089 -0.11418 -1.48829 0.000
C -13.02420 -0.06429 -0.17855 0.000
C -14.46139 -0.58104 -0.31806 0.000
C -14.40055 -2.06252 -0.88869 0.023
N -13.57799 -2.14501 -2.12812 0.337
O -13.65979 -3.44602 -2.69483 0.581
C -13.98106 -2.95962 0.29759 0.014
C -15.89190 -2.32163 -1.14177 0.003
C -11.08342 -2.34041 -1.53451 0.012
H -11.80988 -2.27443 -4.02804 -0.001
H -10.86174 -0.85669 -3.83787 0.000
H -12.63995 -0.69551 -4.16532 0.000
H -11.28747 0.29103 -1.15096 0.000
H -12.81618 0.56197 -2.12302 0.001
H -13.05161 0.98862 0.11339 0.000
H -12.56467 -0.50691 0.70752 0.000
H -14.94257 -0.00610 -1.11150 0.001
H -14.94486 -0.52024 0.65440 0.000
H -13.54932 -2.43361 1.14828 0.000
H -14.79032 -3.57584 0.68928 0.002
H -13.26129 -3.69926 -0.05702 0.002
H -16.27699 -1.71647 -1.96584 0.000
H -16.14214 -3.35613 -1.38098 0.000
H -16.56098 -2.03227 -0.33110 0.000
H -10.19162 -1.72358 -1.42273 0.001
H -10.95451 -3.25127 -2.11871 0.002
H -11.26380 -2.64819 -0.50332 0.000
C -15.76934 -10.94541 -5.12241 0.003
C -15.04926 -9.93753 -4.19322 0.023
C -13.59855 -10.56150 -4.07541 0.003
C -12.48274 -9.61398 -3.67844 0.000
C -12.51284 -8.28772 -4.41362 0.002
C -13.88167 -7.63218 -4.50146 0.021
N -14.96343 -8.61095 -4.86761 0.403
O -16.08202 -8.07665 -5.37171 0.502
C -14.22258 -6.96774 -3.20099 0.017
C -13.72344 -6.52855 -5.55910 0.001
C -15.57716 -9.91940 -2.74659 0.018
H -16.75318 -10.59492 -5.43982 -0.001
H -16.06104 -11.85067 -4.58825 0.000
H -15.19513 -11.19396 -6.01269 0.000
H -13.64978 -11.46706 -3.47067 0.000
H -13.26506 -10.92806 -5.04973 0.000
H -11.49968 -10.07769 -3.75613 0.000
H -12.59774 -9.28518 -2.64136 0.000
H -12.11503 -8.41679 -5.42291 0.000
H -11.85255 -7.57629 -3.91724 0.000
H -15.12213 -6.35252 -3.17778 0.001
H -14.32236 -7.70800 -2.40691 0.000
H -13.39740 -6.31536 -2.91052 0.002
H -14.52723 -5.79192 -5.51868 -0.001
H -12.86102 -5.88841 -5.36921 0.000
H -13.69971 -6.94408 -6.56609 0.000
H -15.91214 -10.92796 -2.50232 0.002
H -16.39364 -9.19704 -2.74437 0.001
H -14.83032 -9.73837 -1.97459 0.000
C -5.69468 3.58543 -4.45825 0.016
C -6.19766 2.68182 -5.59098 0.022
C -5.73991 1.19449 -5.39842 0.001
C -6.55542 0.42275 -4.39123 0.000
C -8.00007 0.57030 -4.83062 0.001
C -8.57568 1.98488 -5.08526 0.024
N -7.65099 2.74341 -5.93342 0.355
O -8.12712 3.96819 -6.48397 0.555
C -9.95649 1.88766 -5.74286 0.002
C -8.90530 2.59608 -3.73197 0.017
C -5.42668 3.10792 -6.87082 0.003
H -6.10654 3.27109 -3.49837 0.000
H -6.22155 4.53685 -4.55979 0.001
H -4.62074 3.73144 -4.53688 0.001
H -5.55442 0.60271 -6.29494 0.000
H -4.74319 1.19194 -4.94795 0.000
H -6.50459 0.77554 -3.35903 0.000
H -6.23237 -0.61708 -4.33673 0.000
H -8.55435 -0.01589 -4.09142 0.000
H -8.20163 -0.08751 -5.68098 0.000
H -9.87685 1.55639 -6.78282 0.000
H -10.56796 1.15275 -5.21947 0.000
H -10.48580 2.82082 -5.93600 -0.001
H -8.04571 2.52350 -3.06042 0.000
H -9.12611 3.65774 -3.61649 0.001
H -9.71174 2.00465 -3.29927 0.002
H -5.60460 2.50145 -7.76092 0.000
H -4.33828 3.08909 -6.79374 0.000
H -5.63921 4.11058 -7.24462 -0.001
N -19.45986 1.97390 -5.49533 0.000
C -18.36947 1.63530 -4.69786 0.000
C -18.75028 0.44451 -4.10529 0.000
C -20.00811 0.03395 -4.52288 0.000
C -20.43292 1.01110 -5.40866 0.000
H -19.44748 2.80910 -6.06444 0.000
H -17.50386 2.27538 -4.64427 0.000
H -18.15713 -0.15555 -3.42964 0.000
H -20.56639 -0.86789 -4.32910 0.000
H -21.33898 1.12173 -5.98364 0.000
N -16.78757 -4.42631 -8.39814 0.000
C -16.22272 -3.78381 -9.44586 0.000
C -15.11110 -4.37623 -9.97856 0.000
C -14.80488 -5.32182 -8.96990 0.000
C -15.88262 -5.42824 -8.06667 0.000
H -17.66479 -4.27198 -7.93164 0.000
H -16.94337 -3.06757 -9.82344 0.000
H -14.54642 -4.10270 -10.85428 0.000
H -13.97361 -6.00899 -8.91852 0.000
H -16.18749 -6.06022 -7.24599 0.000
N -13.27212 6.23832 -7.37978 0.000
C -12.34223 5.97285 -8.30109 0.000
C -11.16604 5.63690 -7.59947 0.000
C -11.46182 5.80429 -6.23713 0.000
C -12.76472 6.14734 -6.09563 0.000
H -14.21812 6.44378 -7.65964 0.000
H -12.52994 6.05304 -9.36011 0.000
H -10.21825 5.35680 -8.03139 0.000
H -10.76492 5.56371 -5.44833 0.000
H -13.41610 6.34347 -5.25930 0.000
N -19.12639 1.06675 -10.01573 0.000
C -18.75100 0.55880 -8.79830 0.000
C -18.79771 -0.82666 -8.76798 0.000
C -19.26127 -1.11379 -10.09367 0.000
C -19.53008 0.00023 -10.76514 0.000
H -19.20756 2.02307 -10.30892 0.000
H -18.43699 1.24890 -8.02790 0.000
H -18.43433 -1.55085 -8.05747 0.000
H -19.40677 -2.07772 -10.55941 0.000
H -19.79358 0.10191 -11.80670 0.000
N -16.89912 3.40597 -11.50674 0.000
C -16.17159 2.31777 -11.84947 0.000
C -14.83208 2.62515 -11.78336 0.000
C -14.77889 4.04623 -11.63037 0.000
C -16.05822 4.51277 -11.38406 0.000
H -17.88719 3.40040 -11.32568 0.000
H -16.63742 1.34301 -11.83376 0.000
H -14.00646 1.93270 -11.82726 0.000
H -13.89873 4.65944 -11.74781 0.000
H -16.61122 5.43863 -11.34872 0.000
N -19.00599 4.46113 -8.15132 0.000
C -19.77643 4.75037 -7.02721 0.000
C -18.90070 5.10820 -6.02052 0.000
C -17.60352 4.97025 -6.55293 0.000
C -17.67743 4.50268 -7.83464 0.000
H -19.38337 4.19908 -9.04627 0.000
H -20.85199 4.69802 -7.08627 0.000
H -19.13893 5.34890 -4.99667 0.000
H -16.69985 5.25972 -6.03708 0.000
H -16.97984 4.22200 -8.60893 0.000
```

Its charge is +1. The multiplicity is 4. Its energy is -4501.2686 Eh. For the largest force on an atom, the calculation gives 5.374 eV/Å. The calculation puts the molar mass at 1118.910 g mol⁻¹.


# 2
A 2-piece molecular cluster, C2H9NO3 overall at a distorted geometry. Source: the OMol25 dataset; level of theory: ωB97M-V/def2-TZVPD.

The geometry in XYZ format:
```
15
Properties=species:S:1:pos:R:3:nbo_charge:R:1
C -1.45791 0.30367 0.82835 -0.055
C -1.42978 0.70124 -0.64467 -0.639
O -0.19439 -0.10241 1.30254 -0.761
H 0.12019 -0.85597 0.74414 0.496
H -2.19046 -0.50165 0.97906 0.156
H -1.75352 1.15408 1.44846 0.173
H -1.05812 -0.12621 -1.24762 0.212
H -0.77794 1.56066 -0.79320 0.198
H -2.43005 0.96068 -0.98208 0.212
N 2.24364 0.44581 -0.09028 -0.444
O 2.51122 -0.82512 -0.24690 -0.140
O 1.23686 -1.69012 -0.50045 -0.592
H 1.61923 -2.57286 -0.51499 0.469
H 1.57351 0.63144 0.67553 0.381
H 1.98753 0.91676 -0.95789 0.334
```

Its structure (SMILES) is CCO.NOO. For the relative energy (zero: lowest compared OMol25 entry of this formula, charge and spin), the calculation gives 125.6 kcal/mol. For the largest force on an atom, the calculation gives 1.181 eV/Å. The calculation puts the molar mass at 95.098 g mol⁻¹.


# 3
One molecule with the formula C2H3N3O2 at a distorted geometry. Source: the OMol25 dataset; level of theory: ωB97M-V/def2-TZVPD.

The geometry in XYZ format:
```
10
Properties=species:S:1:pos:R:3:nbo_charge:R:1
C 1.65293 -0.72739 -0.09165 0.440
C -0.45588 -0.72942 0.42156 0.721
H -1.76560 0.54164 -0.72190 0.366
H -1.59207 1.83544 0.00472 0.360
H 2.66993 -0.79690 -0.13116 0.189
N -1.07864 1.22171 -0.46649 -0.623
N -0.02583 0.60777 0.33570 -0.030
N 0.77383 -1.37845 0.48016 -0.567
O 1.40106 0.46119 -0.38560 -0.316
O -1.57971 -1.03558 0.55465 -0.539
```

Its structure (SMILES) is Nn1ocnc1=O. For the relative energy (zero: lowest compared OMol25 entry of this formula, charge and spin), the calculation gives 106.8 kcal/mol. For the largest force on an atom, the calculation gives 6.640 eV/Å. The calculation puts the molar mass at 101.065 g mol⁻¹.


# 4
One molecule with the formula C2H4ClN at a distorted geometry. Source: the OMol25 dataset; level of theory: ωB97M-V/def2-TZVPD.

The geometry in XYZ format:
```
8
Properties=species:S:1:pos:R:3:nbo_charge:R:1
C -0.16488 0.73798 -0.10116 -0.266
C -0.16488 -0.73797 -0.10117 -0.266
N -1.23382 0.00000 -0.72955 -0.373
Cl -2.75483 0.00000 0.11933 0.067
H -0.36582 1.25390 0.82849 0.210
H 0.46322 1.27876 -0.79544 0.209
H 0.46322 -1.27876 -0.79544 0.209
H -0.36583 -1.25389 0.82848 0.210
```

Its structure (SMILES) is ClN1CC1. For the relative energy (zero: lowest compared OMol25 entry of this formula, charge and spin), the calculation gives 43.6 kcal/mol. For the largest force on an atom, the calculation gives 1.106 eV/Å. The calculation puts the molar mass at 77.514 g mol⁻¹.


# 5
A 2-piece molecular cluster, C7H8N4S overall at a distorted geometry. Source: the OMol25 dataset; level of theory: ωB97M-V/def2-TZVPD.

The geometry in XYZ format:
```
20
Properties=species:S:1:pos:R:3:nbo_charge:R:1
C 2.25947 0.94226 -0.94856 0.110
C 1.20850 2.26768 1.08229 -0.012
C 1.87523 -1.35632 -0.74861 0.309
C 1.59666 1.19848 0.20206 -0.222
C 1.05228 0.02979 0.97322 0.340
C -2.17334 -1.60417 0.25040 -0.783
C -3.40246 0.42316 -1.18132 -0.841
N 2.34179 -0.32081 -1.41760 -0.507
N 0.62577 1.80655 2.14116 -0.218
N 1.24045 -1.24642 0.38319 -0.522
N 0.55061 0.27704 2.09143 -0.343
S -2.67508 -1.02965 -1.21092 0.754
H 2.74874 1.72729 -1.59062 0.214
H 1.48221 3.26594 1.02211 0.213
H 1.95627 -2.32692 -1.13082 0.193
H -1.56556 -2.45761 0.09939 0.211
H -2.19932 -0.91971 1.03921 0.230
H -4.38395 0.37554 -1.79657 0.231
H -3.45717 0.96143 -0.34619 0.200
H 0.91892 -2.01357 1.08674 0.444
```

For the relative energy (zero: lowest compared OMol25 entry of this formula, charge and spin), the calculation gives 107.7 kcal/mol. For the largest force on an atom, the calculation gives 5.528 eV/Å. The calculation puts the molar mass at 180.236 g mol⁻¹.


# 6
One molecule with the formula C8H8 at a distorted geometry. Source: the OMol25 dataset; level of theory: ωB97M-V/def2-TZVPD.

The geometry in XYZ format:
```
16
Properties=species:S:1:pos:R:3:nbo_charge:R:1
C -1.50491 0.18246 0.54381 -0.494
C -1.78328 -1.10928 -0.19380 -0.128
C -0.68166 -1.62080 -0.70329 -0.251
C 0.28207 -0.41237 -0.59839 -0.045
C -0.20681 0.52623 -0.00030 -0.036
C 0.84754 1.37182 0.58780 -0.463
C 2.07815 0.78097 -0.02980 -0.193
C 1.72595 -0.21794 -0.75746 -0.202
H -1.91613 -0.00558 1.54548 0.254
H -2.20557 0.92712 0.07970 0.230
H -2.82865 -1.70022 0.02683 0.205
H -0.64276 -2.40445 -1.37820 0.215
H 0.61470 2.38918 0.19988 0.233
H 0.63765 1.25221 1.67532 0.244
H 3.10706 1.16736 0.06231 0.215
H 2.47666 -1.12670 -1.05991 0.215
```

Its structure (SMILES) is C1=CC2=C(C1)CC=C2. For the relative energy (zero: lowest compared OMol25 entry of this formula, charge and spin), the calculation gives 81.6 kcal/mol. For the largest force on an atom, the calculation gives 11.562 eV/Å. The calculation puts the molar mass at 104.152 g mol⁻¹.


Question: Number 6 is which compound?
Answer: C8H8